(1)
# C31H51FN4O2

2 unconnected molecules or ions with the total composition C31H51FN4O2 (the ωB97M-V functional and the def2-TZVPD basis, the Open Molecules 2025 dataset).

XYZ file:
```
89
Properties=species:S:1:pos:R:3
C -1.53 -6.79 0.07
C -2.18 -6.69 -1.46
C -1.51 -5.41 -2.30
C -2.66 -4.43 -2.94
C -3.02 -3.11 -2.03
C -2.81 -3.32 -0.42
C -1.34 -2.85 0.16
C -1.42 -2.27 1.71
N -0.99 -0.82 1.72
C -1.86 0.14 0.87
C -1.58 1.74 0.69
C -2.61 2.59 -0.31
C -2.14 2.17 -1.86
C -3.15 1.58 -3.00
C -2.44 1.17 -4.46
C -0.80 1.33 -4.74
C -0.06 0.89 -6.15
C 0.21 1.95 -3.57
C -0.50 2.35 -2.14
C -0.30 2.39 1.49
C -0.04 4.00 1.34
C -0.92 4.90 2.44
N -2.40 4.91 2.15
N -0.40 6.34 2.37
N -0.71 4.36 3.84
C 0.64 1.35 2.39
C 1.93 2.02 3.14
C 3.10 2.56 2.12
C 4.44 1.61 2.04
C 4.01 0.27 1.16
C 5.21 -0.29 0.19
C 4.91 -0.14 -1.43
C 0.22 -0.27 2.49
C 1.13 -1.28 3.44
C 1.87 -2.49 2.57
O 1.84 -2.46 1.20
F 2.60 -3.64 3.17
H -2.27 -6.28 0.84
H -1.39 -7.90 0.43
H -0.53 -6.17 0.07
H -3.34 -6.43 -1.39
H -1.99 -7.67 -2.08
H -0.69 -4.85 -1.68
H -0.94 -5.91 -3.22
H -3.61 -5.12 -3.17
H -2.27 -4.10 -4.02
H -2.48 -2.17 -2.48
H -4.18 -2.91 -2.19
H -3.65 -2.66 0.12
H -2.99 -4.41 -0.04
H -0.94 -2.04 -0.61
H -0.53 -3.70 0.17
H -2.58 -2.27 1.99
H -0.89 -2.95 2.50
H -2.81 -0.31 0.32
H -2.47 3.75 -0.22
H -3.74 2.26 -0.17
H -4.30 1.44 -2.79
H -3.14 0.73 -5.29
H 0.32 1.85 -6.71
H -0.69 0.16 -6.82
H 0.92 0.29 -5.84
H 1.37 2.09 -3.72
H 0.20 2.77 -1.28
H -0.44 4.37 0.28
H 1.08 4.33 1.39
H -2.74 5.84 2.53
H -2.93 4.21 2.72
H -0.59 6.86 3.25
H -0.88 6.84 1.58
H -1.34 3.55 4.06
H -0.74 5.10 4.57
H 2.45 1.35 3.94
H 1.54 2.99 3.72
H 2.62 2.54 1.02
H 3.35 3.70 2.32
H 4.90 1.34 3.09
H 5.26 2.19 1.40
H 3.02 0.45 0.55
H 3.82 -0.58 1.98
H 5.28 -1.47 0.39
H 6.22 0.20 0.54
H 3.92 0.42 -1.69
H 5.86 0.41 -1.89
H 4.93 -1.23 -1.91
H 0.34 -1.85 4.13
H 1.85 -0.73 4.18
O 4.09 3.33 -0.73
H 3.96 3.97 -0.05
```

Calculated values
Lowest unoccupied orbital energy   -2.0544 eV
Gap between HOMO and LUMO   2.933 eV

***

(2)
# C31H52BN10O2P2Ti

A molecular structure, C31H52BN10O2P2Ti (the ωB97M-V functional and the def2-TZVPD basis, the Open Molecules 2025 dataset).

XYZ file:
```
99
Properties=species:S:1:pos:R:3
Ti -0.12 -0.16 0.18
C -1.19 1.85 -3.09
C -0.56 2.51 -1.92
C -0.30 3.88 -1.81
C 0.18 4.08 -0.53
C 0.59 5.34 0.14
N 0.20 2.88 0.08
N -0.24 1.90 -0.77
B 0.23 2.60 1.60
N -1.12 1.95 1.99
N -1.54 0.77 1.46
C -2.82 0.60 1.79
C -3.59 -0.60 1.35
C -3.24 1.69 2.55
C -2.14 2.53 2.65
C -2.04 3.84 3.34
N 1.43 1.69 1.91
N 1.67 0.57 1.18
C 2.85 0.07 1.57
C 3.42 -1.19 1.04
C 3.38 0.90 2.56
C 2.46 1.92 2.74
C 2.53 3.08 3.67
H -1.89 2.55 -3.56
H -1.76 0.96 -2.80
H -0.46 1.57 -3.86
H -0.46 4.64 -2.56
H 0.61 6.15 -0.59
H 1.58 5.25 0.59
H -0.11 5.62 0.93
H 0.36 3.62 2.20
H -3.06 -1.13 0.56
H -4.57 -0.30 0.97
H -3.75 -1.29 2.18
H -4.22 1.86 2.96
H -2.96 4.03 3.90
H -1.91 4.66 2.63
H -1.21 3.86 4.04
H 2.63 -1.92 0.84
H 4.10 -1.64 1.76
H 3.99 -1.03 0.12
H 4.32 0.77 3.08
H 3.43 3.01 4.28
H 1.66 3.11 4.34
H 2.55 4.02 3.13
C 0.98 -4.01 1.10
P -0.42 -2.88 0.77
C -1.23 -3.78 -0.61
C -1.53 -3.13 2.20
C -2.59 -4.03 2.14
C -3.45 -4.18 3.22
C -3.25 -3.43 4.37
C -2.19 -2.54 4.44
C -1.32 -2.38 3.36
P 0.06 -1.18 3.37
C 1.34 -2.01 4.39
C -0.50 0.09 4.57
H 0.62 -5.01 1.35
H 1.58 -3.64 1.94
H 1.62 -4.08 0.22
H -1.38 -4.84 -0.38
H -0.58 -3.72 -1.48
H -2.17 -3.31 -0.87
H -2.77 -4.62 1.26
H -4.28 -4.87 3.17
H -3.91 -3.54 5.22
H -2.04 -1.96 5.34
H 0.94 -2.34 5.35
H 2.14 -1.29 4.57
H 1.76 -2.87 3.88
H -0.59 -0.30 5.58
H -1.45 0.51 4.26
H 0.24 0.90 4.57
N 1.46 -0.76 -1.44
C 0.82 -0.86 -2.75
C 1.57 -1.81 -3.70
C 0.92 -2.14 -5.05
C 0.42 -0.96 -5.86
N 1.53 -0.11 -6.31
C 1.36 0.99 -7.04
N 2.42 1.67 -7.49
N 0.14 1.43 -7.30
C -0.68 -1.16 -2.53
O -1.39 -1.60 -3.41
O -1.10 -0.85 -1.34
H 2.26 -0.13 -1.45
H 1.83 -1.67 -1.17
H 0.82 0.15 -3.17
H 1.72 -2.76 -3.17
H 2.57 -1.39 -3.85
H 0.07 -2.79 -4.90
H 1.65 -2.71 -5.65
H -0.27 -0.37 -5.26
H -0.11 -1.34 -6.74
H 2.46 -0.48 -6.25
H 3.36 1.37 -7.30
H 2.31 2.46 -8.11
H -0.67 0.90 -7.04
H -0.01 2.27 -7.83
```

Calculated values
2S+1   2
Total charge   +2
Lowest unoccupied orbital energy (alpha / beta)   -4.5364 / -4.5336 eV
Gap between HOMO and LUMO (alpha / beta)   7.911 / 7.934 eV
Energy relative to the best compared isomer or geometry (same formula, charge and spin)   0.0 kcal/mol